Computed, not measured: C20H28N2S2Se2Tl as an isolated structure in a non-equilibrium geometry, with ωB97M-V with the def2-TZVPD basis set.

Results
- Total charge: +1
- HOMO-LUMO gap: 7.2 eV
- Highest occupied orbital energy: -10.782 eV

```
55
Properties=species:S:1:pos:R:3:mulliken_charge:R:1
Tl 0.218 -0.082 0.478 0.958
Se -1.738 -1.292 3.373 0.264
Se 1.314 -2.715 1.185 0.039
S 1.357 0.926 2.532 -0.459
S -2.119 -0.115 -0.047 -0.263
N 1.554 1.757 -0.422 0.574
N 0.482 -0.566 -2.056 0.848
C -3.344 -0.520 -3.822 -0.546
C 1.284 2.848 0.526 0.295
C 1.114 1.907 -1.841 -0.998
C 2.998 1.507 -0.320 -1.183
C -0.264 -3.604 0.643 -0.477
C -0.419 -2.756 3.636 -1.147
C 0.844 5.179 1.001 -0.912
C -0.864 -0.512 -2.588 -0.334
C -1.980 -0.418 -1.792 0.755
C 1.163 -1.873 -2.243 -1.162
C -3.230 -0.496 -2.433 -0.891
C -2.219 -0.506 -4.636 -1.002
C 0.992 -2.503 3.112 -0.452
C -3.203 -2.449 3.931 -1.034
C 1.073 4.136 0.085 -0.469
C 0.944 3.579 2.820 -0.959
C 0.764 4.868 2.360 -0.558
C 1.182 2.562 1.908 0.846
C 1.319 0.531 -2.547 -1.134
C -0.990 -0.518 -3.990 -0.247
H 0.767 6.190 0.653 0.444
H 0.445 -2.679 -1.988 0.172
H 0.613 5.658 3.109 0.359
H 2.353 0.228 -2.417 0.709
H 0.029 2.101 -1.818 0.411
H -0.291 -2.797 4.688 0.473
H -3.952 -1.756 4.343 0.320
H -4.165 -0.389 -1.853 0.382
H -0.962 -3.612 3.255 0.601
H -4.298 -0.475 -4.265 0.437
H -3.606 -3.007 3.150 0.343
H 1.329 -1.522 3.353 0.249
H 3.514 2.348 -0.873 0.308
H 1.455 -2.016 -3.284 0.364
H 2.034 -1.891 -1.626 0.415
H -2.256 -0.407 -5.700 0.436
H -2.826 -3.104 4.723 0.332
H -0.083 -4.667 0.776 0.427
H 1.237 4.418 -0.949 0.333
H -0.419 -3.425 -0.460 0.076
H 1.716 -3.197 3.607 0.410
H -0.073 -0.543 -4.521 0.397
H 0.931 3.352 3.884 0.441
H 3.250 1.605 0.709 0.527
H -1.113 -3.276 1.243 0.125
H 3.310 0.509 -0.636 0.243
H 1.685 2.715 -2.363 0.566
H 1.144 0.767 -3.595 0.345
```